Entry i
ORCA calculation (wB97M-V/def2-TZVPD) on a 2-piece molecular cluster, C17H18F3N2O4S2 overall.

Summary:
E_HOMO = -2.38 eV
Kohn-Sham gap = 5.0 eV
E_LUMO = 2.63 eV
Charge = -1

Bonds (Å) are listed after each position.
Geometry (Å):
1 C -0.8095 -0.2911 -2.9884  N2 1.464, H17 1.092, H18 1.102, H19 1.094
2 N -1.5847 -1.3167 -2.2877  C1 1.464, S3 1.825, S8 1.698
3 S -1.9462 -0.8205 -0.5690  N2 1.825, C4 1.794
4 C -3.6920 -1.2200 -0.4613  S3 1.794, F5 1.345, F6 1.366, F7 1.367
5 F -4.2557 -1.6120 -1.6183  C4 1.345
6 F -3.8195 -2.2130 0.4686  C4 1.366
7 F -4.3610 -0.1208 -0.0006  C4 1.367
8 S -1.0488 -2.9193 -2.4483  N2 1.698, C9 1.809, O15 1.439, O16 1.437
9 C 0.2233 -2.8964 -1.1617  S8 1.809, C10 1.391, C14 1.394
10 C 1.5059 -2.4987 -1.5260  C9 1.391, C11 1.424, H20 1.087
11 C 2.3766 -1.9727 -0.5298  C10 1.424, C12 1.356, H21 1.086
12 C 1.9020 -1.9561 0.7399  C11 1.356, C13 1.349
13 C 0.7142 -2.4248 1.1735  C12 1.349, C14 1.422, H23 1.090
14 C -0.1729 -2.9128 0.1750  C9 1.394, C13 1.422, H24 1.087
15 O -2.1108 -3.7928 -2.0241  S8 1.439
16 O -0.4763 -3.0338 -3.7611  S8 1.437
17 H -1.4299 0.6076 -2.9752  C1 1.092
18 H 0.1500 -0.0752 -2.4909  C1 1.102
19 H -0.6660 -0.6094 -4.0251  C1 1.094
20 H 1.8046 -2.5574 -2.5694  C10 1.087
21 H 3.3653 -1.6181 -0.8069  C11 1.086
22 H -0.3999 0.5694 -0.5034  C29 1.112
23 H 0.3940 -2.4433 2.2157  C13 1.090
24 H -1.1439 -3.3119 0.4581  C14 1.087
25 C 3.2514 -0.5235 3.1459  C26 1.489, H37 1.090, H38 1.096, H39 1.094
26 C 2.9400 0.4237 2.0398  C25 1.489, O27 1.452, H40 1.099, H41 1.093
27 O 1.4959 0.3633 1.8975  C26 1.452, C28 1.327
28 C 1.1174 0.9763 0.7825  O27 1.327, C29 1.521, O36 1.229
29 C -0.3821 0.9799 0.5297  H22 1.112, C28 1.521, C30 1.492, H42 1.098
30 C -0.7972 2.4119 0.4747  C29 1.492, C31 1.398, C35 1.396
31 C -0.3146 3.1841 -0.5864  C30 1.398, C32 1.401, H43 1.087
32 C -0.5787 4.5605 -0.5906  C31 1.401, N33 1.333, H44 1.094
33 N -1.2918 5.1365 0.3775  C32 1.333, C34 1.328
34 C -1.7813 4.4091 1.3746  N33 1.328, C35 1.411, H45 1.095
35 C -1.5800 3.0152 1.4611  C30 1.396, C34 1.411, H46 1.090
36 O 1.9152 1.4686 -0.0122  C28 1.229
37 H 4.3310 -0.5442 3.2976  C25 1.090
38 H 2.7779 -0.2050 4.0811  C25 1.096
39 H 2.8981 -1.5149 2.8468  C25 1.094
40 H 3.1818 1.4669 2.2853  C26 1.099
41 H 3.4213 0.1268 1.1041  C26 1.093
42 H -0.8922 0.4154 1.3216  C29 1.098
43 H 0.3093 2.7432 -1.3599  C31 1.087
44 H -0.1782 5.1888 -1.3918  C32 1.094
45 H -2.3626 4.9174 2.1511  C34 1.095
46 H -1.9993 2.4398 2.2862  C35 1.090

Löwdin analysis output, partial charges in e: atom 1 (C): -0.15, atom 2 (N): -0.47, atom 3 (S): 1.15, atom 4 (C): -0.80, atom 5 (F): 0.10, atom 6 (F): 0.06, atom 7 (F): 0.06, atom 8 (S): 0.63, atom 9 (C): -0.34, atom 10 (C): -0.10, atom 11 (C): -0.14, atom 12 (C): -0.18, atom 13 (C): -0.16, atom 14 (C): -0.17, atom 15 (O): -0.30, atom 16 (O): -0.31, atom 17 (H): 0.08, atom 18 (H): 0.08, atom 19 (H): 0.08, atom 20 (H): 0.09, atom 21 (H): 0.07, atom 22 (H): 0.03, atom 23 (H): 0.08, atom 24 (H): 0.08, atom 25 (C): -0.11, atom 26 (C): -0.25, atom 27 (O): -0.02, atom 28 (C): -0.48, atom 29 (C): -0.16, atom 30 (C): -0.21, atom 31 (C): -0.01, atom 32 (C): -0.14, atom 33 (N): 0.03, atom 34 (C): -0.15, atom 35 (C): 0.00, atom 36 (O): 0.07, atom 37 (H): 0.07, atom 38 (H): 0.07, atom 39 (H): 0.05, atom 40 (H): 0.12, atom 41 (H): 0.11, atom 42 (H): 0.11, atom 43 (H): 0.11, atom 44 (H): 0.10, atom 45 (H): 0.10, atom 46 (H): 0.11

***

Entry ii
ORCA calculation (wB97M-V/def2-TZVPD) on a 2-piece molecular cluster, C17H18F3N2O4S2 overall.

Summary:
E_HOMO = -2.23 eV
Kohn-Sham gap = 4.7 eV
E_LUMO = 2.51 eV
Charge = -1

Bonds (Å) are listed after each position.
Geometry (Å):
1 C 2.0227 1.7463 -1.2527  N2 1.461, H17 1.095, H18 1.104, H19 1.094
2 N 2.8436 0.9522 -0.3419  C1 1.461, S3 1.862, S8 1.695
3 S 2.2090 -0.7645 0.0000  N2 1.862, C4 1.855
4 C 3.7400 -1.7953 0.1828  S3 1.855, F5 1.342, F6 1.357, F7 1.367
5 F 4.8539 -1.0581 0.0539  C4 1.342
6 F 3.7897 -2.4498 1.3706  C4 1.357
7 F 3.7403 -2.7383 -0.8063  C4 1.367
8 S 3.4379 1.8025 0.9985  N2 1.695, C9 1.780, O15 1.435, O16 1.434
9 C 1.9151 1.6987 1.9149  S8 1.780, C10 1.381, C14 1.388
10 C 1.0031 2.7141 1.7019  C9 1.381, C11 1.425, H20 1.093
11 C -0.3716 2.4210 1.9364  C10 1.425, C12 1.357, H21 1.089
12 C -0.6313 1.1674 2.3863  C11 1.357, C13 1.346
13 C 0.2202 0.1569 2.6417  C12 1.346, C14 1.416, H23 1.090
14 C 1.5901 0.4580 2.4457  C9 1.388, C13 1.416, H24 1.092
15 O 4.4279 1.0214 1.6824  S8 1.435
16 O 3.7090 3.1452 0.5730  S8 1.434
17 H 2.2378 1.3531 -2.2515  C1 1.095
18 H 0.9396 1.6891 -1.0495  C1 1.104
19 H 2.3490 2.7904 -1.2250  C1 1.094
20 H 1.3602 3.6791 1.3345  C10 1.093
21 H -1.1183 3.1959 1.7709  C11 1.089
22 H 0.2243 -0.0639 -0.7372  C29 1.101
23 H -0.0629 -0.8358 2.9915  C13 1.090
24 H 2.3906 -0.2284 2.7308  C14 1.092
25 C -3.7996 -0.0452 2.7194  C26 1.496, H37 1.090, H38 1.091, H39 1.089
26 C -3.3757 0.2836 1.3224  C25 1.496, O27 1.453, H40 1.096, H41 1.095
27 O -2.1594 -0.4566 1.0344  C26 1.453, C28 1.334
28 C -1.7796 -0.2062 -0.2198  O27 1.334, C29 1.534, O36 1.223
29 C -0.4923 -0.8984 -0.6853  H22 1.101, C28 1.534, C30 1.509, H42 1.098
30 C -0.8434 -1.3940 -2.0668  C29 1.509, C31 1.403, C35 1.399
31 C -1.0852 -0.4993 -3.1202  C30 1.403, C32 1.409, H43 1.089
32 C -1.5666 -1.0037 -4.3446  C31 1.409, N33 1.330, H44 1.095
33 N -1.8266 -2.2953 -4.5295  C32 1.330, C34 1.332
34 C -1.5916 -3.1554 -3.5405  N33 1.332, C35 1.410, H45 1.095
35 C -1.0798 -2.7551 -2.2889  C30 1.399, C34 1.410, H46 1.092
36 O -2.4046 0.5573 -0.9428  C28 1.223
37 H -4.6395 0.5951 2.9891  C25 1.090
38 H -4.1332 -1.0827 2.7787  C25 1.091
39 H -2.9854 0.1186 3.4231  C25 1.089
40 H -4.1262 -0.0476 0.5952  C26 1.096
41 H -3.1872 1.3535 1.1838  C26 1.095
42 H -0.2365 -1.6934 0.0283  C29 1.098
43 H -0.9968 0.5786 -2.9960  C31 1.089
44 H -1.7657 -0.3140 -5.1712  C32 1.095
45 H -1.8287 -4.2081 -3.7241  C34 1.095
46 H -0.9166 -3.4889 -1.4964  C35 1.092

Löwdin analysis output, partial charges in e: atom 1 (C): -0.15, atom 2 (N): -0.46, atom 3 (S): 1.13, atom 4 (C): -0.79, atom 5 (F): 0.09, atom 6 (F): 0.08, atom 7 (F): 0.05, atom 8 (S): 0.63, atom 9 (C): -0.36, atom 10 (C): -0.10, atom 11 (C): -0.15, atom 12 (C): -0.16, atom 13 (C): -0.17, atom 14 (C): -0.18, atom 15 (O): -0.30, atom 16 (O): -0.30, atom 17 (H): 0.09, atom 18 (H): 0.07, atom 19 (H): 0.08, atom 20 (H): 0.09, atom 21 (H): 0.06, atom 22 (H): 0.03, atom 23 (H): 0.08, atom 24 (H): 0.09, atom 25 (C): -0.09, atom 26 (C): -0.25, atom 27 (O): -0.03, atom 28 (C): -0.47, atom 29 (C): -0.12, atom 30 (C): -0.21, atom 31 (C): -0.01, atom 32 (C): -0.14, atom 33 (N): 0.03, atom 34 (C): -0.15, atom 35 (C): -0.01, atom 36 (O): 0.07, atom 37 (H): 0.07, atom 38 (H): 0.07, atom 39 (H): 0.06, atom 40 (H): 0.12, atom 41 (H): 0.12, atom 42 (H): 0.11, atom 43 (H): 0.11, atom 44 (H): 0.10, atom 45 (H): 0.10, atom 46 (H): 0.11

***

The structure with the greatest stability is entry i.

***

Entry i
ORCA calculation (wB97M-V/def2-TZVPD) on a 2-piece molecular cluster, C2H4ClN overall.

Summary:
E_HOMO = -9.35 eV
Kohn-Sham gap = 8.6 eV
E_LUMO = -0.71 eV

Bonds (Å) are listed after each position.
Geometry (Å):
1 C -0.4799 -0.5754 0.1053  C2 1.443, N3 1.186
2 C 0.4581 0.5180 0.0210  C1 1.443, H5 1.165, H6 1.074, H7 1.107
3 N -0.5346 -1.7580 0.1712  C1 1.186, H8 1.003
4 Cl -2.9245 0.1714 -0.3170  no bonds
5 H 0.7346 1.0489 -0.9789  C2 1.165
6 H 1.3263 0.0979 0.4936  C2 1.074
7 H 0.0748 1.3025 0.7016  C2 1.107
8 H -1.3865 -2.2331 -0.0628  N3 1.003

Löwdin analysis output, partial charges in e: atom 1 (C): -0.32, atom 2 (C): -0.07, atom 3 (N): 0.20, atom 4 (Cl): -0.23, atom 5 (H): 0.15, atom 6 (H): 0.09, atom 7 (H): 0.10, atom 8 (H): 0.09

***

Entry ii
ORCA calculation (wB97M-V/def2-TZVPD) on one molecule with the formula C2H4ClN.

Summary:
E_HOMO (spin up / spin down) = -7.42 / -7.11 eV
Kohn-Sham gap (spin up / spin down) = 8.2 / 7.9 eV
E_LUMO (spin up / spin down) = 0.83 / 0.75 eV

Bonds (Å) are listed after each position.
Geometry (Å):
1 C -0.8968 0.2333 0.1201  N3 1.461, H5 1.107, H6 1.130
2 C 1.6431 -0.5573 -0.0578  N3 1.373, Cl4 1.703, H7 1.052
3 N 0.5293 0.2327 -0.1978  C1 1.461, C2 1.373, H8 1.076
4 Cl 3.2215 0.0777 0.0163  C2 1.703
5 H -1.2927 -0.7666 0.3821  C1 1.107
6 H -1.6984 0.8867 -0.3360  C1 1.130
7 H 1.5862 -1.6040 -0.1460  C2 1.052
8 H 0.9293 1.1864 -0.4937  N3 1.076

Löwdin analysis output, partial charges in e: atom 1 (C): -0.04, atom 2 (C): -0.66, atom 3 (N): -0.16, atom 4 (Cl): 0.60, atom 5 (H): 0.03, atom 6 (H): 0.04, atom 7 (H): 0.04, atom 8 (H): 0.14

***

Entry iii
ORCA calculation (wB97M-V/def2-TZVPD) on a 2-piece molecular cluster, C2H4ClN overall.

Summary:
E_HOMO = -9.97 eV
Kohn-Sham gap = 9.3 eV
E_LUMO = -0.64 eV

Bonds (Å) are listed after each position.
Geometry (Å):
1 C 0.8217 -0.1496 -1.1185  N3 1.194, H5 1.071
2 C -0.5458 0.4711 0.7636  N3 1.401, H6 1.200, H7 1.127, H8 1.025
3 N 0.4597 0.5349 -0.2099  C1 1.194, C2 1.401
4 Cl -0.0949 -2.3734 -1.1425  no bonds
5 H 1.6598 0.0717 -1.7469  C1 1.071
6 H 0.0494 0.6027 1.7976  C2 1.200
7 H -1.1810 -0.4402 0.9515  C2 1.127
8 H -1.1689 1.2828 0.7050  C2 1.025

Löwdin analysis output, partial charges in e: atom 1 (C): -0.12, atom 2 (C): -0.13, atom 3 (N): -0.05, atom 4 (Cl): -0.07, atom 5 (H): 0.09, atom 6 (H): 0.14, atom 7 (H): 0.09, atom 8 (H): 0.04

***

The structure with the greatest stability is entry i.

***

Entry i
ORCA calculation (wB97M-V/def2-TZVPD) on one molecule with the formula C2H4ClN.

Summary:
E_HOMO (spin up / spin down) = -6.89 / -6.89 eV
Kohn-Sham gap (spin up / spin down) = 7.8 / 7.8 eV
E_LUMO (spin up / spin down) = 0.89 / 0.89 eV

Bonds (Å) are listed after each position.
Geometry (Å):
1 C -0.7766 0.2808 -0.0439  N3 1.331, H5 1.144, H6 1.101
2 C 1.6876 -0.6698 0.0383  N3 1.407, Cl4 1.660, H7 1.070
3 N 0.5486 0.1551 -0.0142  C1 1.331, C2 1.407, H8 1.121
4 Cl 3.1465 0.1189 -0.0418  C2 1.660
5 H -1.3764 -0.6917 -0.1032  C1 1.144
6 H -1.1314 1.2837 -0.3279  C1 1.101
7 H 1.5720 -1.6995 0.3063  C2 1.070
8 H 0.8722 1.2169 -0.1680  N3 1.121

Löwdin analysis output, partial charges in e: atom 1 (C): -0.08, atom 2 (C): -0.68, atom 3 (N): -0.20, atom 4 (Cl): 0.61, atom 5 (H): 0.08, atom 6 (H): 0.05, atom 7 (H): 0.05, atom 8 (H): 0.16

***

Entry ii
ORCA calculation (wB97M-V/def2-TZVPD) on one molecule with the formula C2H4ClN.

Summary:
E_HOMO = -9.95 eV
Kohn-Sham gap = 10.9 eV
E_LUMO = 0.95 eV

Bonds (Å) are listed after each position.
Geometry (Å):
1 C 0.9942 0.8665 -0.0318  N3 1.241, H5 1.122, H6 1.075
2 C -0.7179 -0.8481 -0.0060  N3 1.772, Cl4 1.804, H7 1.183, H8 1.090
3 N 0.9704 -0.3519 0.2041  C1 1.241, C2 1.772
4 Cl -2.0212 0.3904 0.1403  C2 1.804
5 H 1.8867 1.4165 0.3675  C1 1.122
6 H 0.2098 1.4525 -0.4752  C1 1.075
7 H -0.6281 -1.6859 0.8244  C2 1.183
8 H -0.6939 -1.2400 -1.0232  C2 1.090

Löwdin analysis output, partial charges in e: atom 1 (C): -0.19, atom 2 (C): -0.53, atom 3 (N): -0.02, atom 4 (Cl): 0.51, atom 5 (H): 0.08, atom 6 (H): 0.02, atom 7 (H): 0.10, atom 8 (H): 0.04

***

The structure with the greatest stability is entry ii.